w) Formula: C3H10N4O
Source: the OMol25 dataset
Level of theory: ωB97M-V/def2-TZVPD

Calculated values
SMILES   CCN(N)/C(O)=N/N
E_HOMO   -7.7 eV
Kohn-Sham gap   8.37 eV

Structure (ORCA input):
```
! RIJCOSX wB97M-V def2-TZVPD def2/J DEFGRID3
* xyz 0 1
H 1.87 -2.11 -1.06
H 1.04 2.61 1.54
C -0.30 1.48 0.30
C 0.83 1.57 1.29
N 0.89 -0.39 -1.19
H -2.70 0.01 -0.68
H 0.57 1.05 2.22
H 2.65 -0.90 -1.90
H -2.55 -1.32 0.22
C -0.11 -0.86 -0.50
H 1.75 1.12 0.91
H -0.06 1.91 -0.67
H -1.17 2.03 0.68
N 1.75 -1.33 -1.70
H -0.92 -2.28 0.41
N -2.30 -0.33 0.20
O -0.33 -2.19 -0.35
N -0.90 -0.07 0.27
*
```

***

x) Formula: C3H10N4O
Source: the OMol25 dataset
Level of theory: ωB97M-V/def2-TZVPD

Calculated values
E_HOMO   -8.6 eV
Kohn-Sham gap   8.78 eV

Structure (ORCA input):
```
! RIJCOSX wB97M-V def2-TZVPD def2/J DEFGRID3
* xyz 0 1
N -0.59 -1.49 -0.74
C 0.72 1.21 0.93
N 0.07 -2.95 1.00
N 1.85 4.02 0.34
H 1.05 2.06 1.59
H 0.29 0.36 1.48
H -2.55 -2.18 -0.99
H -1.98 -1.00 -2.19
C 1.73 3.41 -0.67
C -1.97 -1.26 -1.13
H 1.36 2.26 -1.05
O -0.56 -1.73 0.69
N 0.78 1.21 -0.30
H 1.72 3.74 1.32
H -0.06 -0.62 -0.85
H 1.01 -2.91 0.60
H -2.45 -0.45 -0.56
H -0.44 -3.68 0.52
*
```

***

Which is most stable, and by how much? w), by 4.528 eV.

***

w) Formula: C5H14N2
Source: the OMol25 dataset
Level of theory: ωB97M-V/def2-TZVPD

Calculated values
E_HOMO   -8.4 eV
Kohn-Sham gap   6.89 eV

Structure (ORCA input):
```
! RIJCOSX wB97M-V def2-TZVPD def2/J DEFGRID3
* xyz 0 1
N 3.21 -0.16 0.16
H 0.45 -0.85 1.14
C 1.27 1.52 0.20
H -4.26 0.67 -0.57
H 3.80 -0.81 -0.35
H -1.93 -0.68 0.94
H 0.94 -1.93 -0.19
H 3.40 -0.13 1.20
C 0.67 -0.88 0.04
H 0.23 1.49 -0.22
N -0.40 -0.60 -0.76
H -2.69 0.83 1.47
H 1.77 0.02 -1.41
H -2.52 0.60 -1.02
H 1.24 1.52 1.30
H -3.46 -0.85 -1.15
C -2.89 -0.09 0.96
C 1.82 0.03 -0.35
H 1.93 2.33 -0.10
H -3.68 -0.62 1.52
C -3.34 0.04 -0.56
*
```

***

x) Formula: C5H14N2
Source: the OMol25 dataset
Level of theory: ωB97M-V/def2-TZVPD

Calculated values
SMILES   C[C@@H](N)CN(C)C
E_HOMO   -8.9 eV
Kohn-Sham gap   9.95 eV

Structure (ORCA input):
```
! RIJCOSX wB97M-V def2-TZVPD def2/J DEFGRID3
* xyz 0 1
H -1.55 0.33 0.33
C -0.72 -1.85 0.53
H 2.77 -1.93 0.02
H -1.60 -1.49 -0.01
H -0.36 1.72 2.09
C 0.50 0.06 -0.52
H -0.56 -2.89 -0.01
H -0.54 3.16 0.93
N -1.13 1.73 -1.34
H 1.60 -3.04 0.42
N 0.57 -1.09 0.47
C -0.19 2.19 1.07
H -0.26 2.32 -1.65
H 0.44 -0.19 -1.64
H -1.85 2.43 -1.08
C -0.65 1.01 -0.04
C 1.59 -2.06 -0.09
H -0.97 -1.91 1.60
H 1.48 0.52 -0.34
H 0.77 2.48 0.96
H 1.37 -2.05 -1.19
*
```

***

y) Formula: C5H14N2
Source: the OMol25 dataset
Level of theory: ωB97M-V/def2-TZVPD

Calculated values
E_HOMO   -7.9 eV
Kohn-Sham gap   8.35 eV

Structure (ORCA input):
```
! RIJCOSX wB97M-V def2-TZVPD def2/J DEFGRID3
* xyz 0 1
H 1.37 0.55 1.89
H -3.26 1.74 0.74
H -1.72 1.00 -1.02
H -2.48 0.31 1.39
C -1.42 1.61 -0.12
H 1.48 -1.31 0.36
H -1.74 2.67 -0.32
H 0.14 -2.40 -1.53
C 1.23 -0.38 -0.16
H -0.24 -0.09 1.35
C -2.30 1.30 1.06
C 0.73 -1.50 -1.72
H 1.74 -1.58 -2.08
H 2.70 -3.80 -0.34
H 0.68 1.93 -0.37
H -1.98 1.96 1.87
N 0.18 -0.29 -1.46
H 2.21 0.09 -0.62
N 0.09 1.70 0.39
C 0.61 0.49 0.97
H 1.99 -4.01 -0.29
*
```

***

Which is most stable, and by how much? x), by 2.628 eV.

***

w) Formula: C5H14N2
Source: the OMol25 dataset
Level of theory: ωB97M-V/def2-TZVPD

Calculated values
SMILES   CCCCNCN
E_HOMO   -8.7 eV
Kohn-Sham gap   9.85 eV

Structure (ORCA input):
```
! RIJCOSX wB97M-V def2-TZVPD def2/J DEFGRID3
* xyz 0 1
H -2.06 -0.03 -0.12
N -0.22 -1.28 0.90
H -0.53 -1.85 -1.07
C -0.27 2.12 -2.08
H 1.92 -1.36 0.88
H 0.21 1.61 -0.05
C 1.06 -1.65 1.49
H 1.11 -2.73 1.59
H -0.57 -0.49 1.43
H -1.64 -0.06 -1.82
C -0.20 -0.96 -0.52
C -0.65 1.54 -0.72
H 0.78 -0.65 -0.87
H 0.27 3.05 -1.97
C -1.24 0.13 -0.82
H -1.39 2.19 -0.27
H 0.80 -1.53 3.53
H -1.16 2.37 -2.66
N 1.22 -1.00 2.79
H 2.20 -0.84 3.01
H 0.35 1.43 -2.65
*
```

***

x) Formula: C5H14N2
Source: the OMol25 dataset
Level of theory: ωB97M-V/def2-TZVPD

Calculated values
SMILES   CCN[C@H](C)NC
E_HOMO   -8.4 eV
Kohn-Sham gap   9.51 eV

Structure (ORCA input):
```
! RIJCOSX wB97M-V def2-TZVPD def2/J DEFGRID3
* xyz 0 1
H -0.76 0.23 -2.03
H -1.04 -1.46 -1.53
H 3.76 0.16 0.58
H -3.13 -0.57 -0.68
H 2.50 -1.08 0.54
C -0.38 -0.59 -1.42
H 0.07 -1.01 0.68
H 1.99 0.63 -1.19
C 2.70 -0.02 0.75
N -1.69 0.30 0.61
H 2.49 0.16 1.81
H -0.11 1.77 -0.17
H -2.91 -1.43 0.87
C -2.92 -0.44 0.39
C 1.87 0.88 -0.14
C -0.25 -0.18 0.04
H -1.57 0.50 1.60
H 2.24 1.91 -0.07
N 0.34 1.05 0.39
H 0.59 -0.91 -1.83
H -3.77 0.12 0.80
*
```

***

y) Formula: C5H14N2
Source: the OMol25 dataset
Level of theory: ωB97M-V/def2-TZVPD

Calculated values
E_HOMO   -8.1 eV
Kohn-Sham gap   8.55 eV

Structure (ORCA input):
```
! RIJCOSX wB97M-V def2-TZVPD def2/J DEFGRID3
* xyz 0 1
C -0.17 2.18 -0.67
H 0.57 3.01 -0.31
H 1.50 -1.96 -1.71
H -0.04 0.41 -2.90
H -0.63 -2.77 -1.15
H 1.75 0.30 -2.62
C 0.59 -1.41 -1.96
H -0.10 -0.88 3.91
H -0.54 2.39 -1.76
C 0.73 0.03 -2.18
C 0.42 0.85 -0.73
H 0.26 -1.89 -2.86
H -0.75 0.72 3.41
H -1.44 -0.02 4.88
N -0.54 -1.74 -1.01
H -1.77 -0.72 3.34
H 1.56 0.75 -0.01
N 0.63 0.24 0.50
H -0.97 2.04 0.03
C -1.00 -0.22 3.90
H -0.05 -1.29 -0.10
*
```

***

z) Formula: C5H14N2
Source: the OMol25 dataset
Level of theory: ωB97M-V/def2-TZVPD

Calculated values
SMILES   CCCNCCN
E_HOMO   -8.8 eV
Kohn-Sham gap   9.90 eV

Structure (ORCA input):
```
! RIJCOSX wB97M-V def2-TZVPD def2/J DEFGRID3
* xyz 0 1
H -2.21 -2.38 -2.01
H 1.44 0.30 -0.95
C -1.91 -1.82 -1.11
H -0.67 -0.38 -1.88
C 1.95 2.25 1.37
H 2.57 2.51 0.49
C 0.82 0.55 -0.10
H 2.53 0.21 1.33
H -2.50 0.08 -0.40
H 1.11 2.96 1.37
H 0.19 1.38 -0.38
N -0.20 -0.59 0.20
H 0.97 0.36 2.03
H 0.46 -1.25 0.61
H -1.89 -2.52 -0.25
N -2.85 -0.75 -0.86
H 2.51 2.45 2.30
H 0.21 -1.88 -1.55
H -3.61 -1.10 -0.29
C 1.58 0.77 1.22
C -0.49 -1.16 -1.12
*
```

***

Which is most stable, and by how much? w), by 0.571 eV.

***

w) Formula: C5H14N2
Source: the OMol25 dataset
Level of theory: ωB97M-V/def2-TZVPD

Calculated values
E_HOMO   -6.7 eV
Kohn-Sham gap   7.52 eV

Structure (ORCA input):
```
! RIJCOSX wB97M-V def2-TZVPD def2/J DEFGRID3
* xyz 0 1
H -2.97 -1.16 1.04
C 1.88 0.30 -1.24
H 0.49 -1.15 -0.47
C 1.50 -0.21 1.21
N -0.31 0.82 -0.26
H -2.44 -1.08 -0.65
H 2.53 -0.52 -1.56
C 0.89 -0.17 -0.19
C -1.53 0.38 0.65
N -0.88 1.04 -1.50
H 2.51 1.11 -0.86
H -1.39 -1.79 0.57
H -1.09 0.14 -1.95
H 0.06 1.72 0.07
H -1.15 0.43 1.68
H 1.30 0.66 -2.09
C -2.11 -1.00 0.38
H 2.42 -0.80 1.19
H 0.82 -0.66 1.93
H 1.76 0.79 1.55
H -2.28 1.15 0.51
*
```

***

x) Formula: C5H14N2
Source: the OMol25 dataset
Level of theory: ωB97M-V/def2-TZVPD

Calculated values
SMILES   CCCCNCN
E_HOMO   -8.7 eV
Kohn-Sham gap   9.86 eV

Structure (ORCA input):
```
! RIJCOSX wB97M-V def2-TZVPD def2/J DEFGRID3
* xyz 0 1
H 2.43 -0.78 1.89
C -0.19 1.07 -1.19
H -2.82 2.09 -1.84
H 2.20 -2.89 0.97
H -0.23 0.94 1.03
H -1.74 -0.33 -0.37
H -1.74 -0.05 -2.07
C -2.68 1.51 -0.93
H 0.70 -0.77 2.21
H -3.65 1.02 -0.77
H 1.00 -0.97 -0.49
N 1.36 -0.31 0.19
C 0.50 0.89 0.22
N 1.32 -2.47 1.23
H -0.21 2.14 -1.42
H -2.48 2.16 -0.08
C -1.59 0.47 -1.10
H 0.95 -2.93 2.03
H 1.20 1.73 0.25
C 1.45 -1.02 1.44
H 0.46 0.61 -1.92
*
```

***

Which is most stable, and by how much? x), by 2.125 eV.

***

w) Formula: C5H12N2O
Source: the OMol25 dataset
Level of theory: ωB97M-V/def2-TZVPD

Calculated values
SMILES   C[C@H](C=O)NCCN
E_HOMO   -9.1 eV
Kohn-Sham gap   9.72 eV

Structure (ORCA input):
```
! RIJCOSX wB97M-V def2-TZVPD def2/J DEFGRID3
* xyz 0 1
H 1.19 1.64 -1.00
H 0.01 -3.47 0.36
N 0.46 2.42 -0.87
C 0.07 -2.43 0.90
H -0.99 1.25 -1.83
H 0.52 2.63 0.14
C -0.86 1.77 -0.87
H -2.14 0.43 0.44
H -1.02 1.75 1.32
O 2.26 -1.74 -1.10
H 0.91 -2.61 1.56
C 1.47 -0.91 -0.72
H -0.69 -1.21 -0.62
H 0.77 0.27 1.30
C -1.14 1.00 0.48
H -1.67 2.61 -1.07
H -0.77 -2.40 1.59
N -0.14 0.00 0.91
C 0.14 -1.19 0.06
H 1.61 0.19 -1.00
*
```

***

x) Formula: C5H12N2O
Source: the OMol25 dataset
Level of theory: ωB97M-V/def2-TZVPD

Calculated values
SMILES   [H]/N=C(/C)[C@H](O)[C@@H](C)N
E_HOMO   -9.3 eV
Kohn-Sham gap   10.15 eV

Structure (ORCA input):
```
! RIJCOSX wB97M-V def2-TZVPD def2/J DEFGRID3
* xyz 0 1
H 1.31 -1.80 -1.37
H -2.02 -0.37 -1.82
H -1.75 -0.08 2.27
C -0.95 -0.55 -1.87
H -0.43 0.35 -2.19
H 1.47 -1.60 0.27
H 0.28 2.43 -0.29
N 1.01 0.71 2.25
H 1.78 2.46 0.66
H 0.56 0.01 2.84
C -0.74 0.00 0.60
C 1.07 1.82 0.14
C -0.35 -1.02 -0.46
H -0.86 -1.96 -0.19
H -1.47 0.74 0.21
H 1.59 1.30 -0.65
O -1.30 -0.71 1.68
H -0.77 -1.35 -2.59
C 0.52 0.82 1.10
N 1.08 -1.20 -0.58
*
```

***

y) Formula: C5H12N2O
Source: the OMol25 dataset
Level of theory: ωB97M-V/def2-TZVPD

Calculated values
SMILES   CC[C@@H](N)CNC=O
E_HOMO   -9.4 eV
Kohn-Sham gap   10.37 eV

Structure (ORCA input):
```
! RIJCOSX wB97M-V def2-TZVPD def2/J DEFGRID3
* xyz 0 1
H -0.77 1.38 -1.18
H 1.59 1.40 -0.14
N 0.39 -1.19 -1.72
O 0.57 1.39 2.40
H -3.14 0.72 -0.34
H -2.58 -0.89 -0.21
H -0.02 -1.07 0.36
C -0.99 0.60 -0.45
H -0.25 -1.96 -1.55
H 0.11 -0.69 -2.56
H 1.60 0.00 3.44
C -2.37 0.05 -0.73
N 1.84 -0.10 1.35
H -2.43 -0.17 -1.82
C 1.44 0.32 0.00
H 2.30 -1.00 1.32
C 0.14 -0.39 -0.48
C 1.31 0.43 2.49
H -1.01 1.22 0.45
H 2.25 -0.04 -0.65
*
```

***

z) Formula: C5H12N2O
Source: the OMol25 dataset
Level of theory: ωB97M-V/def2-TZVPD

Calculated values
E_HOMO   -7.4 eV
Kohn-Sham gap   8.15 eV

Structure (ORCA input):
```
! RIJCOSX wB97M-V def2-TZVPD def2/J DEFGRID3
* xyz 0 1
H -0.36 1.93 -0.98
C 1.07 -0.56 -1.65
H 1.84 -1.81 0.69
H 0.63 0.25 -2.22
H -0.75 -0.64 -0.37
C -2.64 0.45 1.24
C 0.79 -1.88 0.41
C 0.35 1.96 -0.16
H -3.65 0.04 1.06
N 0.39 -0.68 -0.35
H 0.94 -1.49 -2.21
H 1.35 2.19 -0.53
C 0.37 0.67 0.62
H 0.20 -1.95 1.31
H 2.13 -0.37 -1.51
H -2.56 1.11 2.12
H 0.62 -2.76 -0.21
O 0.88 0.56 1.71
N -1.66 0.22 0.48
H 0.06 2.75 0.53
*
```

***

Which is most stable, and by how much? y), by 0.158 eV.

***

w) Formula: C3H6S3
Source: the OMol25 dataset
Level of theory: ωB97M-V/def2-TZVPD

Calculated values
SMILES   S=C[C@H](S)CS
E_HOMO   -8.9 eV
Kohn-Sham gap   8.32 eV

Structure (ORCA input):
```
! RIJCOSX wB97M-V def2-TZVPD def2/J DEFGRID3
* xyz 0 1
H -0.80 -0.15 -1.61
C 0.97 -0.61 0.67
S -2.80 -0.75 -0.36
H -0.84 0.47 1.46
H 1.40 -0.02 1.57
C -0.32 0.39 0.45
S 0.11 2.01 -0.40
H 0.57 -1.52 1.00
S 2.42 -0.76 -0.53
H 1.62 -1.17 -1.76
C -1.23 -0.20 -0.53
H -1.11 2.29 0.04
*
```

***

x) Formula: C3H6S3
Source: the OMol25 dataset
Level of theory: ωB97M-V/def2-TZVPD

Calculated values
E_HOMO (alpha / beta)   -8.4 / -8.3 eV
Kohn-Sham gap (alpha / beta)   7.27 / 7.10 eV

Structure (ORCA input):
```
! RIJCOSX wB97M-V def2-TZVPD def2/J DEFGRID3
* xyz 0 1
C 1.48 1.96 0.19
C -1.44 -1.83 0.09
C 1.64 -0.79 -0.12
H -0.57 -2.51 0.09
S 1.98 -2.33 -0.20
H -2.08 -1.85 0.99
H 1.09 2.07 1.18
S 2.65 0.62 0.00
S -0.95 -0.10 0.07
H 1.95 2.94 -0.06
H 0.84 1.71 -0.55
H -2.17 -2.00 -0.81
*
```

***

Which is most stable, and by how much? w), by 0.647 eV.

***

w) Formula: C6H15NS
Source: the OMol25 dataset
Level of theory: ωB97M-V/def2-TZVPD

Calculated values
E_HOMO   -7.2 eV
Kohn-Sham gap   3.61 eV

Structure (ORCA input):
```
! RIJCOSX wB97M-V def2-TZVPD def2/J DEFGRID3
* xyz 0 1
C -1.65 -0.14 -1.63
C 0.55 -1.03 0.25
H 0.74 2.13 4.74
N -0.15 -1.94 -0.61
H 2.71 0.38 1.51
H -2.33 0.49 0.31
C -2.15 0.93 -0.67
C 1.80 -0.39 -0.30
H 0.86 -1.69 1.09
H -0.11 -0.31 0.76
C -1.43 -1.57 -1.11
H -0.68 0.21 -1.98
H 2.51 -1.12 -0.74
H 1.50 -0.08 -1.31
H 3.41 1.05 0.04
C 2.48 0.70 0.49
H -1.58 -2.28 -1.94
H 0.41 1.48 4.75
H 1.75 1.52 0.55
H -2.29 -0.22 -2.50
S -1.07 2.33 -0.30
H -3.08 1.39 -1.04
H -2.20 -1.85 -0.36
*
```

***

x) Formula: C6H15NS
Source: the OMol25 dataset
Level of theory: ωB97M-V/def2-TZVPD

Calculated values
SMILES   CN(C)CCCCS
E_HOMO   -8.9 eV
Kohn-Sham gap   9.87 eV

Structure (ORCA input):
```
! RIJCOSX wB97M-V def2-TZVPD def2/J DEFGRID3
* xyz 0 1
N 0.32 -1.26 0.33
H 0.72 -1.81 -1.72
C -0.78 0.56 -1.02
H 0.32 1.97 1.11
H 0.91 1.82 -1.85
C 0.55 1.36 -0.91
H 1.57 2.80 0.41
H 1.32 0.64 -0.58
S -0.60 3.78 -0.35
H 1.32 -2.95 -0.47
C -0.89 -0.46 0.13
H -0.96 0.04 1.15
C 0.52 -2.25 -0.73
H -0.87 4.30 0.86
H -1.63 1.27 -0.94
H -0.77 -2.51 1.93
H -0.33 -2.92 -0.90
H 0.40 -1.23 2.35
H -0.89 0.23 -2.07
H 0.89 -2.82 1.54
H -1.82 -1.00 -0.05
C 0.15 -2.00 1.62
C 0.57 2.45 0.16
*
```

***

Which is most stable, and by how much? x), by 5.659 eV.

***

w) Formula: C6H15NS
Source: the OMol25 dataset
Level of theory: ωB97M-V/def2-TZVPD

Calculated values
SMILES   CCNCCCCS
E_HOMO   -8.6 eV
Kohn-Sham gap   9.62 eV

Structure (ORCA input):
```
! RIJCOSX wB97M-V def2-TZVPD def2/J DEFGRID3
* xyz 0 1
H 1.84 -0.84 -0.11
H 2.70 0.30 -2.88
C 3.24 0.43 -1.83
H -2.36 -0.61 -0.62
H -0.40 -2.11 0.59
S -3.32 1.33 1.26
H 3.57 -0.61 -1.45
H -0.29 1.01 0.46
H 0.18 -1.05 1.77
H 2.67 1.84 -0.16
C 0.10 0.06 -0.05
H -0.29 -0.04 -1.03
C 2.16 1.15 -0.88
H -3.36 1.94 0.15
C -1.90 -0.87 1.52
H 4.09 1.02 -1.74
N 1.49 0.13 0.07
H -2.16 -1.96 1.84
H 1.43 1.62 -1.55
H -3.99 -0.88 0.65
C -2.96 -0.40 0.51
H -2.01 -0.41 2.45
C -0.43 -1.07 1.01
*
```

***

x) Formula: C6H15NS
Source: the OMol25 dataset
Level of theory: ωB97M-V/def2-TZVPD

Calculated values
E_HOMO   -8.7 eV
Kohn-Sham gap   7.63 eV

Structure (ORCA input):
```
! RIJCOSX wB97M-V def2-TZVPD def2/J DEFGRID3
* xyz 0 1
H -0.57 -2.05 -1.62
H 1.36 0.00 -1.49
H -1.99 -1.05 0.92
H 0.43 -1.05 1.08
C -1.95 -1.29 -0.20
H -0.36 0.81 1.72
H 1.48 -1.78 -0.13
H 2.56 2.04 -1.22
C 0.02 1.63 1.11
C 0.59 -1.21 -0.01
C -0.62 -1.96 -0.54
H -0.82 1.98 0.51
H 2.04 0.80 0.90
H 2.02 3.18 -0.06
N 0.74 0.10 -0.66
H -0.70 -3.03 -0.11
H -2.93 -3.13 1.17
C 1.69 2.32 -0.63
C 1.19 1.17 0.24
S -3.33 -2.29 -0.67
H 0.91 2.66 -1.36
H -2.09 -0.33 -0.73
H 0.29 2.48 1.77
*
```

***

Which is most stable, and by how much? x), by 0.468 eV.

***

w) Formula: C9H17N3O5
Source: the OMol25 dataset
Level of theory: ωB97M-V/def2-TZVPD

Calculated values
SMILES   C[C@@H](O)[C@H](N)C(=O)N[C@@H](CCC(N)=O)C(=O)O
E_HOMO   -9.5 eV
Kohn-Sham gap   10.15 eV

Structure (ORCA input):
```
! RIJCOSX wB97M-V def2-TZVPD def2/J DEFGRID3
* xyz 0 1
C 0.13 -0.48 0.76
H 0.83 2.48 1.24
H -0.97 -1.72 -0.39
O 2.18 -0.19 -1.41
H 1.76 -3.25 0.03
H 1.42 0.41 -1.54
H -2.50 1.12 -1.26
H 4.16 -1.76 -0.67
H 1.17 -2.44 -1.19
C -2.51 1.15 -0.20
H -5.28 -1.23 -0.43
H 4.58 -0.18 -0.43
O -0.11 1.84 -1.66
C 2.48 -0.41 -0.07
C -2.26 -0.24 0.35
O -3.24 -2.17 -0.80
H -3.52 1.40 0.16
O 0.20 0.37 1.64
N -0.96 -0.72 -0.06
C -0.18 2.25 -0.50
C 1.40 -1.27 0.51
H 1.84 2.55 -0.19
C -1.52 2.18 0.26
C 3.92 -0.94 0.00
H 2.43 0.56 0.48
N 0.91 2.62 0.25
H -2.36 -0.27 1.47
H -1.21 2.10 1.34
H 1.79 -1.49 1.55
N 1.12 -2.55 -0.19
C -3.35 -1.14 -0.19
H -2.04 3.14 0.12
H 4.27 -1.08 0.99
O -4.61 -0.64 0.05
*
```

***

x) Formula: C9H17N3O5
Source: the OMol25 dataset
Level of theory: ωB97M-V/def2-TZVPD

Calculated values
E_HOMO   -9.8 eV
Kohn-Sham gap   10.16 eV

Structure (ORCA input):
```
! RIJCOSX wB97M-V def2-TZVPD def2/J DEFGRID3
* xyz 0 1
O 0.80 -0.31 2.86
H -0.62 -0.76 0.64
O -0.26 3.04 -0.02
H -1.47 1.99 2.38
N -1.83 1.08 2.10
C 2.34 -1.54 -1.18
H -4.19 3.01 -1.28
N 3.90 -2.88 -2.46
H 2.97 -0.43 -1.41
O 1.79 -2.18 1.88
H -4.94 1.25 0.32
H 4.48 -3.58 -1.47
N 0.45 0.79 -0.01
H -2.11 0.34 0.14
C 2.62 -2.36 -2.33
O -4.32 1.75 0.82
O 1.74 -2.70 -3.16
H 2.87 -1.76 -0.18
H -2.86 1.38 -1.89
H 1.34 1.29 -0.40
C 0.86 -1.30 -0.83
C -3.08 2.48 -1.23
H -2.97 3.20 0.89
C 1.05 -1.09 1.77
C -3.12 2.25 0.32
H 0.14 -2.30 -0.73
C -1.90 1.27 0.64
H -2.29 3.46 -1.53
H -0.01 0.21 2.72
C -0.44 1.88 0.30
C 0.46 -0.56 0.46
H 0.11 -0.79 -1.74
H -2.75 1.21 2.71
H 3.86 -3.66 -3.24
*
```

***

Which is most stable, and by how much? w), by 7.180 eV.